The following is a quantum chemistry calculation of C43H30IN5O2PScSe2 as an isolated structure, from OMol25.

Each line ends with the Mulliken charge.
Element x y z (Å)
Sc 0.99068 -0.13814 0.18437  -1.016
C 2.06366 -4.27127 1.92975  -1.330
C 1.79903 -2.90352 1.76278  0.137
N 1.58272 -2.35651 0.58856  0.577
C 1.61012 -3.13335 -0.52984  -0.354
C 1.93318 -4.50197 -0.46105  0.888
C 2.13571 -5.05968 0.81812  -0.688
C 2.08346 -5.25041 -1.65381  -1.136
C 1.95332 -4.59754 -2.84021  -0.884
C 1.59472 -3.23345 -2.91454  -1.426
C 1.33492 -2.48070 -1.78396  1.062
N 0.94450 -1.15621 -1.69012  1.293
C 0.83199 -0.35568 -2.83922  0.189
C 0.37144 -0.72805 -4.07859  -0.420
C 0.41770 0.16489 -5.17584  -1.352
C 0.93918 1.41664 -5.05393  -0.884
C 1.35595 1.86667 -3.77668  0.938
C 1.88630 3.15195 -3.53087  -0.669
C 2.17575 3.53496 -2.25564  -1.044
C 1.89988 2.64609 -1.20456  -0.087
N 1.46783 1.42453 -1.40440  0.741
C 1.23004 1.00548 -2.67705  0.010
H 2.21742 -4.66721 2.92368  0.488
H 1.74912 -2.24176 2.61778  0.396
H 2.35961 -6.11704 0.89822  0.437
H 2.32985 -6.30288 -1.60171  0.426
H 2.11381 -5.12831 -3.77066  0.416
H 1.52887 -2.79140 -3.89345  0.732
H -0.06011 -1.70652 -4.22582  0.702
H 0.04293 -0.17522 -6.13292  0.384
H 1.00533 2.08603 -5.90221  0.425
H 2.03361 3.83151 -4.36202  0.420
H 2.55236 4.52175 -2.02883  0.357
H 2.01991 2.95450 -0.17298  0.470
Se -1.25890 3.89177 -1.96577  -0.408
P -2.07239 2.64013 -0.47088  0.976
Se -0.76381 1.73848 1.03988  -0.295
C -2.99971 1.27350 -1.24357  -0.358
C -2.50522 -0.02354 -1.25461  2.062
C -3.19272 -1.03836 -1.90785  -0.387
C -4.38770 -0.75725 -2.55139  -0.834
C -4.88742 0.54157 -2.54661  -0.707
C -4.19598 1.55389 -1.90250  -0.635
C -3.33434 3.48925 0.53757  0.379
C -3.47990 4.86805 0.47458  -0.538
C -4.43773 5.50391 1.25630  -0.575
C -5.25469 4.76347 2.09558  -0.438
C -5.11271 3.38123 2.15946  -0.632
C -4.15376 2.74825 1.38724  -0.418
H -1.57588 -0.23753 -0.73628  -1.052
H -2.79546 -2.04713 -1.90994  0.442
H -4.93044 -1.54546 -3.05779  0.404
H -5.81903 0.76497 -3.05113  0.397
H -4.58303 2.56610 -1.91451  0.461
H -2.84274 5.43230 -0.19521  0.307
H -4.54327 6.58020 1.20419  0.387
H -6.00368 5.25957 2.70003  0.376
H -5.74883 2.79996 2.81476  0.396
H -4.03735 1.67185 1.44702  0.328
I -2.85488 -5.06335 -0.08626  0.045
C -2.17005 -3.48159 1.06414  -1.080
C -2.45652 -3.38658 2.41796  -0.165
C -1.95857 -2.30346 3.12064  -1.163
C -1.19220 -1.35880 2.45534  -0.369
N -0.91140 -1.46348 1.15665  0.931
C -1.39407 -2.50114 0.47349  -0.095
H -3.05553 -4.14162 2.90991  0.443
H -2.15556 -2.18579 4.17725  0.505
H -0.78516 -0.50130 2.97730  0.421
H -1.13900 -2.54737 -0.57969  0.617
O 3.15226 0.14148 0.41857  -0.743
C 3.05460 0.33210 1.64945  1.098
N 1.85911 0.17367 2.24501  0.721
C 1.99655 0.42794 3.60782  -0.173
O 1.12419 0.35216 4.43630  -0.696
C 3.43650 0.82372 3.84281  -0.053
C 4.09124 1.19831 4.99469  -0.575
C 5.44936 1.49380 4.88465  -0.431
C 6.11105 1.41228 3.66227  -0.629
C 5.43832 1.03333 2.50222  -0.314
C 4.09584 0.74503 2.62755  0.013
H 3.57042 1.25789 5.94120  0.499
H 6.00393 1.79306 5.76468  0.399
H 7.16558 1.65123 3.61658  0.427
H 5.94584 0.97116 1.54854  0.533

Output
Charge ... 0
HOMO energy ... -7.1 eV
E_tot ... -8283.8210 Ha
LUMO energy ... -0.36 eV
Kohn-Sham gap ... 6.79 eV
Energy above the lowest of the compared OMol25 structures with the same formula, charge and spin ... 12.5 kcal per mole

---

The following is a quantum chemistry calculation of C43H31Cl5N2NiP2S2 as an isolated structure, from OMol25.

Each line ends with the Mulliken charge.
Element x y z (Å)
Ni 1.52866 1.20257 0.58155  -0.351
S 2.08061 -1.00968 0.77175  -0.965
P 0.65427 -1.06993 -0.65841  1.522
C 0.22501 0.51579 -0.91305  -0.142
P -0.94878 1.16903 -1.94683  2.342
S -1.09227 3.12488 -2.15677  -0.656
C -2.63175 0.57678 -1.47815  -0.504
C -2.82813 0.26238 -0.13796  0.911
C -4.07441 -0.12516 0.32817  -0.252
C -5.14308 -0.22176 -0.55192  -0.744
C -4.96002 0.10139 -1.89237  -0.628
C -3.71505 0.51246 -2.34761  -0.187
C -0.72817 0.44065 -3.63428  -0.370
C -1.19465 -0.81806 -4.00110  0.052
C -0.89842 -1.35963 -5.24510  -0.899
C -0.13060 -0.64061 -6.14873  -0.436
C 0.32964 0.62386 -5.79927  -0.727
C 0.03123 1.15719 -4.55622  -0.617
C 1.36580 -1.99467 -2.07946  0.269
C 1.33839 -3.38010 -2.20067  -0.372
C 1.95587 -4.00456 -3.27587  -0.714
C 2.61702 -3.24708 -4.23301  -0.552
C 2.66645 -1.86520 -4.10584  -0.898
C 2.04550 -1.24464 -3.03496  -0.259
C -0.68100 -2.21375 -0.09432  -0.037
C -0.92578 -2.34294 1.26920  -1.009
C -2.03863 -3.02913 1.73318  -0.391
C -2.92700 -3.60390 0.83400  -0.718
C -2.68941 -3.49246 -0.52905  -0.935
C -1.57669 -2.80327 -0.98578  0.204
H -1.97108 0.33250 0.52241  -1.082
H -4.20655 -0.36788 1.37698  0.369
H -6.11647 -0.54234 -0.19685  0.346
H -5.79399 0.04170 -2.58373  0.376
H -3.58626 0.79467 -3.38718  0.443
H -1.80627 -1.38125 -3.30873  0.506
H -1.26312 -2.34775 -5.50376  0.395
H 0.11114 -1.06271 -7.11792  0.364
H 0.92829 1.19586 -6.50016  0.370
H 0.37394 2.14786 -4.27677  0.319
H 0.83462 -3.97723 -1.45020  0.428
H 1.92184 -5.08493 -3.36409  0.396
H 3.09561 -3.73366 -5.07587  0.366
H 3.18240 -1.26736 -4.84787  0.426
H 2.06841 -0.16791 -2.91919  0.575
H -0.23297 -1.89031 1.96532  0.219
H -2.21090 -3.10490 2.80189  0.496
H -3.80496 -4.12976 1.19268  0.345
H -3.38200 -3.92784 -1.24076  0.407
H -1.40146 -2.72635 -2.05116  0.542
C -1.61198 0.66510 3.16101  -0.592
N -0.64166 1.39006 2.37126  0.759
C -0.88216 2.62747 2.16205  -0.345
C -0.06055 3.48693 1.36420  -0.225
C -0.17336 4.86927 1.20956  -0.684
C 0.85661 5.25491 0.34310  -1.003
C 1.53341 4.08409 0.00391  -0.817
N 0.98353 3.02245 0.61303  1.611
C -0.99524 -0.05478 4.33916  0.686
C 0.28908 -0.58619 4.24771  0.575
C 0.83123 -1.29550 5.30817  -1.354
C 0.10530 -1.48014 6.47870  -0.500
C -1.16932 -0.94425 6.58215  -0.537
C -1.71165 -0.23530 5.51780  -0.660
H -2.07226 -0.10460 2.52709  -0.537
H -2.43538 1.30802 3.51833  0.405
H -1.76975 3.10683 2.60737  0.109
H -0.92199 5.49777 1.67199  0.455
H 1.07271 6.24702 -0.02486  0.381
H 2.36798 3.95929 -0.67241  0.362
H 0.86323 -0.41632 3.34596  0.455
H 1.83420 -1.69744 5.21994  0.442
H 0.53550 -2.02928 7.30879  0.372
H -1.74083 -1.06967 7.49566  0.360
H -2.70639 0.19101 5.60388  0.362
Cl 4.08950 1.39800 -1.23350  -0.163
C 4.34092 1.78382 0.44769  1.598
C 3.25272 1.72097 1.31950  -3.118
C 3.53686 2.08581 2.63087  1.848
Cl 2.23496 2.07675 3.78291  -0.192
C 4.80457 2.45746 3.07177  -0.198
Cl 5.09630 2.87597 4.73017  -0.242
C 5.86172 2.48913 2.16833  0.659
Cl 7.45181 2.93670 2.69047  -0.245
C 5.62304 2.15439 0.83924  -0.328
Cl 6.93247 2.20340 -0.29713  -0.242

Output
Charge ... -2
HOMO energy ... -1.7 eV
E_tot ... -7055.1807 Ha
LUMO energy ... 4.10 eV
Kohn-Sham gap ... 5.82 eV
Energy above the lowest of the compared OMol25 structures with the same formula, charge and spin ... 1.6 kcal per mole

---

The following is a quantum chemistry calculation of C43H31F5MoP2Si as an isolated structure, from OMol25.

Each line ends with the Mulliken charge.
Element x y z (Å)
Mo 0.08783 -0.06483 0.87221  -2.407
C 3.36233 -0.73483 -1.20474  -1.264
Si 2.11745 -1.55449 -0.12830  0.473
C 2.86501 -2.21507 1.45513  0.028
C 4.10164 -2.85218 1.40648  -0.675
C 4.64608 -3.43010 2.55252  -0.789
C 3.97252 -3.36298 3.76435  -0.848
C 2.75418 -2.70473 3.84503  -1.158
C 2.21053 -2.13286 2.69474  0.785
P 0.70660 -1.19301 2.72749  1.967
C -0.89632 1.61577 1.54929  1.703
C -2.00440 0.86592 1.91700  -1.030
C -3.20413 1.48678 2.25402  -0.696
C -3.24525 2.87176 2.22683  -0.780
C -2.12017 3.62381 1.86706  -0.657
C -0.93133 3.00312 1.52680  -0.187
C 0.04709 -1.06747 4.36975  0.310
C -0.56017 -2.16998 4.97418  -0.094
C -1.04112 -2.04902 6.26683  -0.746
C -0.91826 -0.83931 6.94251  -0.520
C -0.31881 0.25652 6.33303  -0.809
C 0.16196 0.15243 5.03767  -0.379
C 1.26291 -2.94668 -1.03514  0.736
C 2.05977 -3.96590 -1.56560  -0.914
C 1.48375 -5.03399 -2.23311  -0.823
C 0.10275 -5.10565 -2.38603  -0.892
C -0.70222 -4.10712 -1.86638  -0.122
C -0.11904 -3.02775 -1.19995  -0.489
P -1.15891 -1.73554 -0.50306  2.091
C -1.98116 -0.86634 -1.85236  0.887
C -2.77655 0.24586 -1.55427  -0.366
C -3.40535 0.94583 -2.57142  -0.873
C -3.23369 0.55048 -3.89218  -0.702
C -2.42373 -0.53520 -4.19463  -0.780
C -1.79040 -1.24126 -3.18116  -0.902
C -2.40360 -2.59386 0.50426  0.523
C -1.95448 -3.55537 1.41383  -0.526
C -2.86122 -4.21443 2.22631  -0.743
C -4.21747 -3.90726 2.14828  -0.721
C -4.66358 -2.95684 1.24468  -0.761
C -3.75904 -2.29816 0.41837  -0.392
H 3.98510 -1.50149 -1.67997  0.561
H 2.88071 -0.16521 -2.00171  0.403
H 4.00538 -0.07210 -0.62257  0.401
H 4.65468 -2.91306 0.47347  0.403
H 5.60444 -3.93027 2.49424  0.478
H 4.40347 -3.81071 4.65065  0.447
H 2.24130 -2.62160 4.79556  0.546
H -1.94607 -0.24005 1.98031  0.331
H -4.06981 0.90640 2.54593  0.520
H -4.16360 3.37956 2.49488  0.462
H -2.18062 4.70497 1.85195  0.494
H -0.06680 3.58865 1.23848  0.470
H -0.65695 -3.10821 4.44002  0.489
H -1.50928 -2.89662 6.75079  0.455
H -1.29481 -0.74950 7.95344  0.432
H -0.22543 1.19241 6.86831  0.452
H 0.63220 1.00122 4.55618  0.413
H 3.13942 -3.93855 -1.45196  0.318
H 2.11314 -5.81761 -2.63530  0.469
H -0.34329 -5.94156 -2.90982  0.463
H -1.78000 -4.16793 -1.97006  0.579
H -2.91129 0.56867 -0.52973  0.329
H -4.02295 1.80306 -2.33489  0.483
H -3.72767 1.09464 -4.68754  0.437
H -2.27950 -0.83456 -5.22530  0.460
H -1.15034 -2.07684 -3.43382  0.392
H -0.90046 -3.80819 1.46492  0.551
H -2.51690 -4.98026 2.91067  0.519
H -4.92603 -4.42189 2.78530  0.443
H -5.71987 -2.73386 1.16880  0.496
H -4.12027 -1.57893 -0.30402  0.465
F 2.98837 1.02240 2.56094  -0.386
C 2.77590 1.60334 1.38318  -0.018
C 1.71230 1.20699 0.55914  1.199
C 1.58118 1.88465 -0.65687  0.472
F 0.55748 1.49758 -1.44969  -0.270
C 2.40379 2.89448 -1.06286  0.352
F 2.24020 3.52008 -2.21563  -0.302
C 3.44920 3.25714 -0.20951  0.547
F 4.26268 4.22264 -0.56384  -0.272
C 3.63651 2.61115 1.01306  0.349
F 4.63466 2.98266 1.79552  -0.293

Output
Charge ... +2
HOMO energy (spin up / spin down) ... -13.9 / -13.9 eV
E_tot ... -3196.3134 Ha
LUMO energy (spin up / spin down) ... -6.94 / -8.44 eV
Kohn-Sham gap (spin up / spin down) ... 6.98 / 5.44 eV
Multiplicity ... 3
Energy above the lowest of the compared OMol25 structures with the same formula, charge and spin ... 24.7 kcal per mole
Expectation value of S² ... 2.118